No. 1
{
  "formula": "C18H28N2O4S",
  "method": "wB97M-V/def2-TZVPD",
  "species": ["C", "H", "H", "S", "C", "C", "C", "H", "O", "C", "C", "H", "C", "H", "N", "H", "C", "H", "H", "H", "C", "C", "H", "H", "H", "H", "H", "H", "C", "H", "H", "O", "H", "H", "H", "O", "H", "O", "H", "C", "C", "H", "C", "C", "C", "H", "C", "H", "C", "N", "H", "H", "H"],
  "positions_angstrom": [[1.326, -1.125, -1.560], [5.367, 2.174, 1.274], [5.086, 3.173, -0.157], [3.371, -0.768, 0.265], [-2.042, 1.403, 1.658], [2.706, 2.034, -0.942], [1.716, -1.212, -0.236], [-0.308, -1.381, -2.931], [3.797, -1.679, 1.287], [-2.149, 2.407, -1.460], [0.831, -1.630, 0.736], [5.328, 1.425, -0.328], [-0.926, 1.761, 0.680], [-1.789, 1.423, -1.775], [3.086, 0.688, 1.048], [-0.337, 3.261, -0.720], [-3.379, 0.980, 1.028], [3.453, 0.615, 1.985], [2.046, -0.818, -2.301], [-4.111, 1.601, -1.809], [-3.657, 2.362, -1.171], [-0.883, -1.850, -0.930], [-4.098, 3.317, -1.465], [-4.019, -2.712, -1.034], [-3.932, 3.031, 0.862], [2.782, 3.042, -1.343], [-2.240, 2.257, 2.309], [-5.154, 1.920, 0.271], [-4.081, 2.120, 0.282], [-1.751, 3.707, 0.223], [-2.836, -3.430, 0.077], [-3.924, -1.732, 1.692], [-1.155, -2.272, 1.170], [2.952, 2.733, 1.076], [1.657, 1.766, -0.849], [-2.144, -2.103, -1.374], [-0.059, 2.064, 1.272], [4.193, -0.610, -0.903], [1.175, -1.706, 1.754], [-0.472, -1.953, 0.398], [3.388, 1.967, 0.419], [3.190, 1.344, -1.625], [-3.466, -1.436, 0.609], [-3.123, -2.508, -0.440], [-1.272, 2.880, -0.302], [-0.628, 0.871, 0.120], [0.029, -1.440, -1.908], [-2.825, -0.049, -0.726], [4.893, 2.203, 0.294], [-3.227, -0.186, 0.188], [-4.027, 0.660, 1.854], [-1.997, 3.074, -2.313], [-1.694, 0.582, 2.289]],
  "atomic_forces_ev_per_a": [[0.06, 0.00, -0.03], [0.09, 0.02, 0.08], [0.06, 0.12, -0.03], [-0.31, 0.16, 0.32], [0.00, -0.20, -0.21], [0.01, 0.23, 0.19], [0.57, 0.06, 0.05], [-0.02, 0.01, -0.12], [-0.22, 0.06, 0.19], [-0.07, 0.24, 0.06], [-0.02, -0.05, -0.01], [0.09, 0.01, -0.05], [-0.16, 0.24, 0.17], [0.07, -0.04, -0.07], [0.18, -0.83, -0.06], [-0.01, 0.08, 0.02], [-0.10, 0.26, 0.53], [0.10, -0.18, 0.18], [0.05, 0.04, -0.15], [-0.08, 0.05, -0.04], [0.04, 0.01, 0.09], [0.40, 0.09, -0.08], [-0.04, -0.05, -0.07], [0.11, 0.01, 0.13], [-0.04, 0.03, 0.05], [-0.01, 0.07, -0.07], [-0.01, 0.03, 0.08], [-0.01, 0.05, 0.06], [-0.02, -0.19, -0.11], [0.02, 0.15, 0.05], [-0.01, 0.16, 0.00], [-0.09, -0.20, 0.26], [-0.06, -0.05, 0.10], [0.03, -0.19, -0.10], [-0.16, 0.02, -0.04], [0.09, 0.10, -0.19], [0.07, -0.08, 0.00], [-0.32, 0.11, -0.01], [-0.06, -0.04, 0.19], [-0.15, -0.09, -0.08], [0.16, 0.35, -0.50], [-0.01, 0.05, -0.16], [0.16, -0.26, -0.49], [-0.22, -0.19, 0.31], [0.17, -0.26, -0.16], [0.09, -0.04, -0.04], [-0.27, -0.08, 0.14], [0.00, -0.19, 0.01], [-0.23, 0.02, 0.08], [0.00, 0.40, -0.30], [0.11, 0.09, -0.17], [0.02, -0.11, -0.06], [-0.03, -0.01, 0.10]],
  "lowdin_charge": [-0.054, 0.079, 0.080, 0.657, -0.135, -0.062, -0.287, 0.124, -0.288, -0.194, -0.044, 0.069, -0.196, 0.097, -0.103, 0.098, -0.292, 0.107, 0.115, 0.105, -0.194, -0.269, 0.109, 0.143, 0.111, 0.086, 0.118, 0.116, -0.144, 0.115, 0.140, 0.072, 0.118, 0.139, 0.060, -0.043, 0.109, -0.292, 0.121, 0.003, -0.458, 0.065, -0.492, -0.083, -0.192, 0.088, 0.012, 0.122, -0.058, 0.131, 0.145, 0.108, 0.116],
  "relative_energy_kcal_mol": 2.73,
  "energy_ev": -41126.358,
  "lumo_ev": 0.6,
  "smiles": "CC(C)NS(=O)(=O)c1ccc(OCC(=O)NC2CCCCCC2)cc1"
}

---

No. 2
{
  "formula": "C5H10NO2",
  "method": "wB97M-V/def2-TZVPD",
  "species": ["C", "H", "O", "C", "H", "H", "O", "H", "C", "H", "C", "H", "H", "H", "H", "C", "H", "N"],
  "positions_angstrom": [[-0.146, 0.492, -0.544], [-1.658, -2.117, -0.496], [-0.515, -2.755, -2.038], [-1.586, 0.513, 0.080], [1.154, -1.125, -1.361], [-2.332, 0.116, -0.611], [2.592, 1.671, 1.554], [-1.553, -0.140, 0.973], [0.306, -1.027, -0.687], [0.654, 1.167, 2.256], [1.448, 1.035, 1.499], [1.341, 1.890, -0.400], [-1.767, 1.514, 0.464], [0.694, -1.255, 0.325], [1.655, -0.117, 1.467], [-0.734, -2.010, -1.099], [-0.288, 0.812, -1.567], [0.735, 1.335, 0.183]],
  "atomic_forces_ev_per_a": [[-1.24, -1.15, 0.45], [0.04, 0.10, -0.14], [-0.79, -0.02, 0.16], [1.24, -0.68, 0.67], [-0.01, 0.06, -0.14], [-0.18, 0.28, 0.07], [-0.30, 0.65, 0.54], [-0.23, 0.15, -0.24], [0.04, 0.85, 0.91], [0.08, 0.35, 0.55], [0.81, -1.79, -1.50], [0.35, -0.17, 0.16], [-0.32, 0.11, -0.38], [-0.34, -0.26, -0.23], [-0.55, 0.57, 0.26], [1.26, -0.32, -0.30], [0.31, 0.63, -0.35], [-0.16, 0.66, -0.49]],
  "lowdin_charge": [-0.416, 0.111, -0.003, -0.085, 0.113, 0.055, -0.317, 0.073, -0.135, 0.070, -0.571, 0.083, 0.064, 0.095, 0.077, -0.287, 0.119, -0.046],
  "relative_energy_kcal_mol": 72.13,
  "total_charge": -1,
  "energy_ev": -10931.137,
  "lumo_ev": 3.6,
  "smiles": "C[C@H](CC=O)NC[O-]"
}

---

Number 1: orbital gap 0.356 hartree. Number 2: orbital gap 0.227 hartree.